## i
# H19O9

A 9-piece molecular cluster, H19O9 overall (ωB97M-V/def2-TZVPD, the OMol25 dataset).

Each line ends with the Löwdin charge.
Atoms and positions in Å:
O: -1.48 -0.36 -0.69  0.26
H: -0.56 -0.34 -1.11  0.11
H: -1.56 -1.13 -0.11  0.09
H: -1.40 0.34 -0.01  0.10
O: 0.79 0.58 -1.75  0.00
H: 1.62 0.43 -1.29  0.06
H: 1.18 1.06 -2.44  0.06
O: 0.40 -2.89 -1.03  -0.02
H: 0.79 -2.83 -0.16  0.03
H: 0.27 -3.82 -1.19  0.07
O: -1.89 1.16 1.72  0.01
H: -1.94 1.91 1.15  0.00
H: -1.93 1.54 2.57  0.06
O: 2.37 -1.83 -2.73  -0.08
H: 1.57 -1.89 -2.16  -0.01
H: 2.76 -2.69 -2.77  0.02
O: 1.14 -0.60 0.97  -0.03
H: 0.58 -0.54 1.73  0.01
H: 1.35 0.34 0.98  0.01
O: 1.25 2.26 1.13  0.00
H: 0.53 2.44 0.58  -0.05
H: 1.29 2.84 1.87  0.06
O: -0.95 3.06 -0.30  -0.02
H: -0.90 3.51 0.53  0.04
H: -0.70 3.74 -0.92  0.09
O: -1.75 -1.88 1.60  -0.04
H: -1.01 -1.59 2.20  0.08
H: -1.81 -2.84 1.63  0.08

Output
- charge = +1
- HOMO-LUMO gap (Ha) = 0.380
- HOMO (eV) = -13.56

---

## ii
# H19O9

H19O9 as an isolated structure (ωB97M-V/def2-TZVPD, the OMol25 dataset).

Each line ends with the Löwdin charge.
Atoms and positions in Å:
O: 0.64 -3.72 -1.10  -0.07
H: -0.20 -3.67 -1.58  0.06
H: 1.30 -3.86 -1.80  0.05
O: 0.97 -2.69 1.38  -0.07
H: 0.24 1.93 1.76  0.07
O: 1.60 -0.26 0.72  0.04
H: 1.94 -1.07 1.23  0.12
H: 0.65 -0.38 0.64  0.10
O: -4.09 -0.22 0.27  -0.05
H: -4.05 -1.16 0.09  0.03
H: -4.96 0.11 0.51  0.04
O: -1.47 2.20 1.58  -0.02
H: -1.90 1.52 2.10  0.08
H: -2.01 2.93 1.25  0.08
O: 1.23 1.83 1.84  0.07
H: 1.53 0.74 1.54  0.09
H: 1.72 2.21 1.06  0.09
O: 1.66 -2.16 -2.70  -0.06
H: 1.51 -2.25 -3.66  0.07
H: 2.46 -1.62 -2.72  0.06
O: -1.72 2.65 -1.40  -0.02
H: -2.05 1.78 -1.13  0.04
H: -0.86 2.72 -1.02  -0.04
O: 1.27 2.46 -0.48  -0.02
H: 0.60 3.16 -0.53  0.07
H: 1.38 2.17 -1.40  0.10
H: 0.67 -3.18 0.59  0.02
H: 1.56 -3.21 1.94  0.07

Output
- charge = +1
- HOMO-LUMO gap (Ha) = 0.410
- HOMO (eV) = -14.22

---

Most stable structure, least stable structure: i, ii.

---

## i
# C6H6NaO3

C6H6NaO3 as an isolated structure (ωB97M-V/def2-TZVPD, the OMol25 dataset).

Each line ends with the Löwdin charge.
Atoms and positions in Å:
C: 1.22 -0.76 -1.50  -0.15
C: 0.50 0.34 -1.48  -0.11
C: -1.01 0.32 -1.38  -0.22
C: -1.57 1.21 -0.26  -0.48
O: -2.45 0.53 0.55  -0.41
Na: -1.96 -0.66 2.37  0.67
H: 1.05 1.28 -1.42  0.12
H: -1.35 -0.72 -1.26  0.10
H: -1.47 0.63 -2.33  0.09
H: -2.04 2.09 -0.75  0.09
H: -0.70 1.63 0.30  0.09
O: 2.13 -1.42 -1.02  0.03
H: 3.09 -0.92 0.80  -0.01
C: 2.54 -1.20 1.77  -0.07
C: 1.54 -1.14 2.50  -0.56
O: 0.46 -1.20 3.12  -0.19

Output
- charge = -1
- HOMO-LUMO gap (Ha) = 0.186
- HOMO (eV) = -3.05

---

## ii
# C6H6NaO3

C6H6NaO3 as an isolated structure (ωB97M-V/def2-TZVPD, the OMol25 dataset).

Each line ends with the Löwdin charge.
Atoms and positions in Å:
C: -0.32 1.79 -1.08  -0.20
C: -0.08 0.57 -1.49  -0.11
C: 1.26 -0.10 -1.30  -0.21
C: 1.18 -1.48 -0.62  -0.47
O: 1.92 -1.52 0.54  -0.41
Na: 1.16 -1.06 2.55  0.65
H: -0.92 0.03 -1.94  0.11
H: 1.92 0.55 -0.70  0.11
H: 1.76 -0.22 -2.28  0.09
H: 1.52 -2.24 -1.37  0.08
H: 0.10 -1.69 -0.46  0.09
O: -0.73 2.80 -0.61  0.12
H: -3.09 1.72 1.19  -0.04
C: -2.67 1.03 1.92  -0.05
C: -1.91 0.26 2.52  -0.55
O: -1.11 -0.46 3.14  -0.20

Output
- charge = -1
- HOMO-LUMO gap (Ha) = 0.203
- HOMO (eV) = -3.39

---

Most stable structure, least stable structure: ii, i.

---

## i
# C4H5ClN2O

A single C4H5ClN2O molecule (ωB97M-V/def2-TZVPD, the OMol25 dataset).

Each line ends with the Löwdin charge.
Atoms and positions in Å:
C: 2.71 -1.14 -0.02  -0.13
C: 3.22 0.06 0.10  -0.54
C: 1.42 -1.71 0.29  -0.49
C: -0.88 1.01 0.10  -0.15
N: 0.33 -0.85 0.17  0.02
N: 0.28 0.36 -0.24  -0.06
O: 1.27 -2.87 0.53  0.10
Cl: 4.57 0.89 -0.26  0.74
H: 3.31 -2.03 -0.05  0.11
H: -1.23 0.63 1.03  0.06
H: -0.67 2.05 0.07  0.06
H: -1.82 0.86 -0.63  0.13
H: -0.50 -1.03 0.76  0.15

Output
- HOMO-LUMO gap (spin up / spin down) (Ha) = 0.314 / 0.263
- HOMO (spin up / spin down) (eV) = -8.76 / -7.76

---

## ii
# C4H5ClN2O

A single C4H5ClN2O molecule (ωB97M-V/def2-TZVPD, the OMol25 dataset).

Each line ends with the Löwdin charge.
Atoms and positions in Å:
C: -1.61 -0.76 -0.24  -0.22
C: -1.61 -2.13 -0.49  -0.10
C: 1.02 -1.46 0.01  -0.50
C: 1.46 0.98 -0.20  -0.07
N: -0.68 0.13 -0.23  0.03
N: 0.64 -0.22 -0.13  -0.31
O: -2.01 -3.13 0.20  0.08
Cl: 2.71 -1.73 -0.03  0.61
H: -2.61 -0.34 -0.38  0.12
H: 2.45 0.78 0.20  0.04
H: 1.54 1.30 -1.24  0.09
H: 0.97 1.76 0.37  0.09
H: -2.23 -2.97 1.14  0.14

Output
- HOMO-LUMO gap (Ha) = 0.301
- HOMO (eV) = -8.19

---

## iii
# C4H5ClN2O

A single C4H5ClN2O molecule (ωB97M-V/def2-TZVPD, the OMol25 dataset).

Each line ends with the Löwdin charge.
Atoms and positions in Å:
H: -3.07 1.36 0.77  0.10
N: -2.68 0.89 -0.18  0.07
C: -1.42 0.55 -0.18  -0.56
N: -0.68 0.69 -1.31  0.10
C: 0.40 0.10 -1.10  -0.64
Cl: 1.35 -0.75 -2.38  0.62
C: 0.62 -0.19 0.28  -0.22
C: 1.69 -0.78 1.20  -0.01
O: -0.67 0.12 0.77  0.11
H: -1.12 1.16 -2.09  0.19
H: 1.04 -1.51 1.66  0.07
H: 2.38 -1.53 0.66  0.11
H: 2.16 -0.11 1.91  0.08

Output
- HOMO-LUMO gap (Ha) = 0.310
- HOMO (eV) = -7.84
- SMILES string = [H]/N=c1/[nH]c(Cl)c(C)o1

---

Most stable structure, least stable structure: iii, ii.

---

## i
# C4H3NOS

A single C4H3NOS molecule (ωB97M-V/def2-TZVPD, the OMol25 dataset).

Each line ends with the Löwdin charge.
Atoms and positions in Å:
C: -1.32 -1.33 0.07  0.01
C: -0.16 -0.70 -0.06  -0.53
S: 1.49 -1.26 -0.14  0.94
N: 2.19 0.32 0.01  -0.23
C: 1.33 1.22 0.08  -0.24
C: -0.09 0.94 -0.02  -0.35
O: -1.07 1.63 -0.19  0.11
H: -1.70 -2.44 0.01  0.11
H: -2.13 -0.64 -0.06  0.06
H: 1.46 2.27 0.30  0.13

Output
- HOMO-LUMO gap (Ha) = 0.298
- HOMO (eV) = -9.11
- SMILES string = C=C1SN=CC1=O

---

## ii
# C4H3NOS

A single C4H3NOS molecule (ωB97M-V/def2-TZVPD, the OMol25 dataset).

Each line ends with the Löwdin charge.
Atoms and positions in Å:
C: 1.09 0.55 -1.45  0.03
C: 0.21 0.21 -0.53  -0.71
C: 0.46 -0.71 0.54  -0.14
N: -0.48 -0.91 1.38  0.09
C: -1.63 -0.24 1.19  -0.65
O: -2.59 -0.12 1.87  0.09
S: -1.36 0.93 -0.37  0.95
H: 0.76 1.29 -2.20  0.09
H: 2.04 0.23 -1.07  0.07
H: 1.51 -1.23 0.65  0.17

Output
- HOMO-LUMO gap (Ha) = 0.299
- HOMO (eV) = -9.24
- SMILES string = C=C1C=NC(=O)S1

---

Most stable structure, least stable structure: ii, i.

---

## i
# C16H20F12O8

A 4-piece molecular cluster, C16H20F12O8 overall (ωB97M-V/def2-TZVPD, the OMol25 dataset).

Each line ends with the Löwdin charge.
Atoms and positions in Å:
C: -3.64 -4.37 -2.37  -0.07
C: -2.79 -3.32 -1.71  -0.17
O: -3.72 -2.56 -0.89  -0.01
C: -3.71 -1.20 -0.82  -0.29
O: -2.79 -0.50 -1.29  0.10
C: -4.90 -0.68 0.05  -0.52
F: -4.58 -0.75 1.39  0.14
F: -5.23 0.58 -0.33  0.15
F: -5.98 -1.39 -0.08  0.20
H: -3.09 -4.75 -3.23  0.08
H: -4.63 -4.06 -2.72  0.08
H: -3.94 -5.19 -1.72  0.08
H: -2.39 -2.59 -2.42  0.12
H: -2.07 -3.78 -1.03  0.12
C: 2.38 4.20 -5.30  -0.05
C: 2.55 2.68 -5.10  -0.17
O: 1.37 2.28 -4.36  -0.01
C: 1.40 2.24 -3.01  -0.30
O: 2.38 2.63 -2.35  0.12
C: 0.10 1.67 -2.35  -0.51
F: -0.78 1.07 -3.20  0.15
F: 0.43 0.87 -1.34  0.16
F: -0.64 2.65 -1.80  0.15
H: 2.06 4.64 -4.36  0.08
H: 1.49 4.35 -5.91  0.08
H: 3.22 4.72 -5.77  0.08
H: 3.36 2.47 -4.40  0.11
H: 2.63 2.11 -6.02  0.13
C: -0.72 2.15 1.97  -0.06
C: -0.23 3.20 2.91  -0.23
O: 0.68 2.67 3.88  0.02
C: 0.11 2.28 5.07  -0.29
O: -1.12 2.23 5.29  0.11
C: 1.14 2.06 6.21  -0.49
F: 2.42 2.18 5.79  0.16
F: 0.88 2.80 7.30  0.17
F: 0.91 0.75 6.59  0.12
H: -1.61 2.45 1.42  0.09
H: -0.83 1.24 2.56  0.09
H: 0.06 2.02 1.22  0.07
H: -1.15 3.65 3.29  0.12
H: 0.38 4.00 2.49  0.13
C: 0.15 -1.86 0.52  -0.09
C: 1.58 -1.86 0.47  -0.26
O: 2.24 -2.60 1.47  0.01
C: 3.57 -2.98 1.40  -0.31
O: 4.30 -2.56 0.52  0.15
C: 3.94 -4.07 2.41  -0.51
F: 5.02 -3.68 3.11  0.17
F: 2.87 -4.20 3.18  0.17
F: 4.21 -5.28 1.81  0.14
H: -0.28 -2.86 0.48  0.08
H: -0.39 -1.34 -0.27  0.07
H: -0.37 -1.28 1.29  0.09
H: 1.93 -0.83 0.55  0.14
H: 1.81 -2.32 -0.49  0.14

Output
- HOMO-LUMO gap (Ha) = 0.430
- HOMO (eV) = -11.24
- SMILES string = CCOC(=O)C(F)(F)F.CCOC(=O)C(F)(F)F.CCOC(=O)C(F)(F)F.CCOC(=O)C(F)(F)F

---

## ii
# C16H20F12O8

A 4-piece molecular cluster, C16H20F12O8 overall (ωB97M-V/def2-TZVPD, the OMol25 dataset).

Each line ends with the Löwdin charge.
Atoms and positions in Å:
C: 24.40 6.65 18.53  -0.06
C: 25.82 6.17 18.76  -0.21
O: 25.97 4.82 18.33  0.04
C: 27.18 4.30 18.22  -0.40
O: 28.18 4.88 18.54  0.17
C: 27.16 2.87 17.66  -0.57
F: 26.52 2.84 16.50  0.18
F: 28.38 2.39 17.58  0.20
F: 26.50 2.06 18.51  0.16
H: 23.67 5.99 19.00  0.08
H: 24.12 6.73 17.48  0.08
H: 24.41 7.66 18.96  0.08
H: 26.04 6.21 19.83  0.13
H: 26.51 6.87 18.29  0.13
C: 23.36 -3.87 22.01  -0.06
C: 23.08 -5.32 22.41  -0.20
O: 21.91 -5.39 23.24  0.04
C: 22.16 -5.59 24.54  -0.39
O: 23.22 -5.72 25.05  0.18
C: 20.88 -5.69 25.39  -0.56
F: 19.82 -5.19 24.76  0.17
F: 20.69 -6.96 25.73  0.18
F: 21.01 -4.97 26.51  0.17
H: 22.50 -3.27 21.71  0.07
H: 24.19 -3.88 21.31  0.08
H: 23.70 -3.34 22.91  0.08
H: 23.95 -5.73 22.91  0.12
H: 22.96 -5.97 21.54  0.12
C: 25.60 -0.20 15.86  -0.06
C: 24.10 -0.22 16.08  -0.19
O: 23.79 -1.33 16.90  0.04
C: 22.53 -1.65 17.16  -0.40
O: 21.60 -0.95 16.90  0.18
C: 22.38 -2.98 17.88  -0.58
F: 21.16 -3.45 17.77  0.20
F: 23.25 -3.87 17.38  0.16
F: 22.65 -2.84 19.18  0.17
H: 26.17 0.08 16.74  0.07
H: 25.85 0.50 15.06  0.08
H: 25.99 -1.13 15.45  0.07
H: 23.60 -0.28 15.12  0.13
H: 23.72 0.69 16.56  0.13
C: 26.77 -2.49 12.68  -0.04
C: 25.79 -1.37 12.28  -0.20
O: 24.79 -1.83 11.38  0.03
C: 23.65 -1.14 11.33  -0.40
O: 23.42 -0.18 11.99  0.17
C: 22.61 -1.74 10.36  -0.57
F: 21.60 -2.18 11.11  0.17
F: 22.14 -0.81 9.54  0.19
F: 23.11 -2.75 9.67  0.18
H: 27.37 -2.15 13.51  0.07
H: 27.37 -2.80 11.82  0.08
H: 26.08 -3.28 12.96  0.09
H: 26.21 -0.45 11.88  0.14
H: 25.27 -1.15 13.22  0.09

Output
- HOMO-LUMO gap (Ha) = 0.433
- HOMO (eV) = -11.36
- SMILES string = CCOC(=O)C(F)(F)F.CCOC(=O)C(F)(F)F.CCOC(=O)C(F)(F)F.CCOC(=O)C(F)(F)F

---

Most stable structure, least stable structure: ii, i.